Computed, not measured: an isolated ion of composition C6H10N and charge +1 in a non-equilibrium geometry, with ωB97M-V/def2-TZVPD.

Results
Strongest force on any atom = 0.271 hartree/bohr
Charge = +1
Gap between HOMO and LUMO (alpha / beta) = 7.751 / 7.976 eV
2S+1 = 3
HOMO (alpha / beta) = -0.3852 / -0.5694 Ha
ΔE to the lowest compared entry with this formula, charge and spin = 145.6 kcal/mol
Lowest unoccupied orbital energy (alpha / beta) = -0.10031 / -0.27635 Ha

Atoms and positions in Å:
C1 1.079 -0.548 -0.277
C2 1.889 -1.461 0.130
C3 -1.703 -1.118 -0.486
C4 -1.557 -0.335 0.766
C5 0.578 0.754 -0.647
C6 0.634 2.045 0.150
N1 -0.555 -0.246 -0.336
H1 1.534 -2.472 0.491
H2 2.842 -1.190 0.331
H3 -1.660 -2.232 -0.544
H4 -2.481 -0.950 -1.198
H5 -2.088 0.631 0.871
H6 -1.169 -0.804 1.718
H7 0.817 0.908 -1.758
H8 -0.225 2.692 -0.119
H9 1.535 2.600 -0.314
H10 0.531 1.727 1.223



Computed, not measured: BeH11O6 as an isolated structure in a non-equilibrium geometry, with ωB97M-V/def2-TZVPD.

Results
Strongest force on any atom = 0.051 hartree/bohr
Charge = +1
Gap between HOMO and LUMO = 9.498 eV
HOMO = -0.4940 Ha
ΔE to the lowest compared entry with this formula, charge and spin = 0.0 kcal/mol
Lowest unoccupied orbital energy = -0.14495 Ha

Atoms and positions in Å:
Be1 -0.673 0.164 -0.225
O1 0.739 0.358 -0.797
H1 1.435 1.035 -1.014
O2 0.860 0.463 2.337
H2 1.723 0.057 2.329
H3 0.877 1.245 1.791
O3 -1.365 1.336 0.810
H4 -1.499 2.172 0.299
H5 -1.182 1.589 1.733
O4 -2.032 -0.073 -1.336
H6 -2.426 -0.895 -1.595
H7 -2.196 0.543 -2.123
O5 2.623 -1.484 -1.537
H8 3.368 -0.892 -1.808
H9 1.918 -0.855 -1.279
O6 -0.743 -1.215 0.717
H10 -1.463 -1.807 0.913
H11 0.036 -1.742 0.786



Computed, not measured: one molecule with the formula ClH3NPS in a non-equilibrium geometry, with ωB97M-V/def2-TZVPD.

Results
Strongest force on any atom = 0.072 hartree/bohr
Charge = 0
Gap between HOMO and LUMO = 9.679 eV
HOMO = -0.3220 Ha
ΔE to the lowest compared entry with this formula, charge and spin = 1.6 kcal/mol
Lowest unoccupied orbital energy = 0.03374 Ha

Atoms and positions in Å:
N1 -0.671 0.739 -0.154
P1 0.574 -0.114 0.699
S1 0.361 -2.004 -0.185
Cl1 2.202 0.729 -0.117
H1 -0.230 1.300 -0.821
H2 -1.437 1.203 0.336
H3 -0.799 -1.853 0.242



Computed, not measured: an isolated ion of composition C6H13O and charge -1 in a non-equilibrium geometry, with ωB97M-V/def2-TZVPD.

Results
Strongest force on any atom = 0.052 hartree/bohr
Charge = -1
Gap between HOMO and LUMO = 5.724 eV
HOMO = -0.0788 Ha
ΔE to the lowest compared entry with this formula, charge and spin = 11.0 kcal/mol
Lowest unoccupied orbital energy = 0.13157 Ha

Atoms and positions in Å:
C1 -1.719 -1.187 -1.761
O1 -1.398 -2.198 -2.571
C2 -0.503 -0.228 -1.481
C3 0.276 -0.639 -0.222
C4 0.319 0.451 0.855
C5 0.819 -0.147 2.179
C6 0.931 1.763 0.451
H1 -2.041 -1.499 -0.721
H2 -2.562 -0.548 -2.144
H3 0.046 -0.263 -2.421
H4 -0.914 0.786 -1.342
H5 1.318 -0.814 -0.486
H6 -0.251 -1.495 0.195
H7 -0.738 0.657 1.078
H8 0.405 -1.133 2.388
H9 0.891 0.568 2.993
H10 1.849 -0.493 1.945
H11 2.010 1.706 0.282
H12 0.786 2.524 1.226
H13 0.476 2.188 -0.445



Computed, not measured: a 6-piece molecular cluster, C29H43BF15NO18PS overall in a non-equilibrium geometry, with ωB97M-V/def2-TZVPD.

Results
Strongest force on any atom = 0.112 hartree/bohr
Charge = +1
Gap between HOMO and LUMO = 8.600 eV
HOMO = -0.4425 Ha
ΔE to the lowest compared entry with this formula, charge and spin = 102.5 kcal/mol
Lowest unoccupied orbital energy = -0.12646 Ha

Atoms and positions in Å:
O1 3.954 5.419 1.742
C1 3.732 5.176 0.547
O2 4.096 6.197 -0.394
C2 3.131 3.818 -0.041
C3 1.554 3.631 0.190
C4 1.315 3.766 1.784
C5 2.131 2.707 2.656
O3 3.315 2.793 3.007
O4 1.379 1.551 3.099
C6 0.797 4.962 -0.379
C7 0.138 4.288 -1.692
C8 -0.343 2.875 -1.029
P1 -2.034 2.874 -0.144
O5 -2.486 1.304 0.385
O6 -2.175 4.050 1.067
S1 -3.329 3.371 -1.538
N1 0.869 2.363 -0.246
C9 1.586 1.376 -1.138
B1 2.526 0.295 -0.301
O7 3.959 0.487 -0.451
O8 1.972 -0.732 0.539
H1 3.749 5.861 -1.251
H2 3.317 3.777 -1.174
H3 3.746 2.960 0.428
H4 0.203 3.568 1.966
H5 1.497 4.858 2.086
H6 0.535 1.960 3.425
H7 1.454 5.781 -0.833
H8 0.010 5.444 0.288
H9 1.068 4.030 -2.324
H10 -0.639 4.890 -2.263
H11 -0.619 2.292 -1.988
H12 -1.804 0.671 0.035
H13 -2.848 4.732 0.839
H14 0.596 1.789 0.584
H15 0.870 0.715 -1.758
H16 2.216 1.937 -1.926
H17 4.096 1.132 -1.188
H18 2.543 -1.521 0.342
C10 -4.559 -2.481 5.340
C11 -3.781 -1.184 5.229
O9 -2.638 -1.338 4.367
C12 -2.899 -1.370 3.047
O10 -3.999 -1.279 2.569
C13 -1.608 -1.504 2.246
F1 -0.815 -2.491 2.703
F2 -0.865 -0.371 2.283
F3 -1.826 -1.769 0.943
H19 -3.906 -3.290 5.673
H20 -5.385 -2.376 6.045
H21 -4.970 -2.783 4.375
H22 -3.397 -0.905 6.213
H23 -4.411 -0.359 4.885
C14 -1.269 -8.315 0.727
C15 -1.016 -6.992 1.425
O11 -2.249 -6.384 1.847
C16 -2.824 -6.923 2.940
O12 -2.372 -7.853 3.556
C17 -4.101 -6.173 3.304
F4 -4.917 -5.999 2.245
F5 -3.839 -4.940 3.792
F6 -4.827 -6.806 4.239
H24 -1.962 -8.180 -0.107
H25 -0.337 -8.739 0.351
H26 -1.726 -9.042 1.403
H27 -0.547 -6.297 0.725
H28 -0.334 -7.103 2.273
C18 -8.076 5.129 -5.934
C19 -7.484 3.771 -5.610
O13 -6.099 3.704 -5.992
C20 -5.234 4.342 -5.183
O14 -5.552 4.945 -4.190
C21 -3.802 4.169 -5.678
F7 -3.674 4.439 -6.992
F8 -3.358 2.906 -5.500
F9 -2.931 4.973 -5.038
H29 -7.934 5.365 -6.991
H30 -9.142 5.151 -5.702
H31 -7.586 5.923 -5.365
H32 -8.005 3.002 -6.185
H33 -7.602 3.517 -4.553
C22 6.293 9.368 -1.615
C23 6.601 7.890 -1.766
O15 6.892 7.560 -3.135
C24 8.111 7.924 -3.582
O16 8.935 8.492 -2.915
C25 8.307 7.489 -5.031
F10 7.268 7.840 -5.818
F11 8.436 6.150 -5.139
F12 9.404 8.026 -5.588
H34 5.480 9.659 -2.286
H35 6.008 9.600 -0.588
H36 7.155 9.984 -1.878
H37 5.722 7.307 -1.481
H38 7.420 7.577 -1.113
C26 -0.204 -12.987 3.726
C27 0.565 -11.684 3.613
O17 1.705 -11.827 2.747
C28 1.440 -11.858 1.427
O18 0.335 -11.774 0.955
C29 2.728 -11.980 0.620
F13 3.529 -12.963 1.075
F14 3.454 -10.842 0.661
F15 2.502 -12.243 -0.679
H39 0.457 -13.792 4.055
H40 -1.027 -12.889 4.435
H41 -0.617 -13.291 2.762
H42 0.951 -11.404 4.596
H43 -0.073 -10.863 3.273



Computed, not measured: C50H41N4O3S3V as an isolated structure in a non-equilibrium geometry, with ωB97M-V/def2-TZVPD.

Results
Strongest force on any atom = 0.030 hartree/bohr
Charge = +1
Gap between HOMO and LUMO (alpha / beta) = 5.995 / 5.461 eV
2S+1 = 2
HOMO (alpha / beta) = -0.3147 / -0.2950 Ha
Lowest unoccupied orbital energy (alpha / beta) = -0.09438 / -0.09432 Ha

Atoms and positions in Å:
V1 -1.443 0.648 -1.141
N1 -2.260 -0.725 -0.006
S1 -1.725 -1.941 0.561
N2 -0.720 -1.830 1.888
S2 0.800 -1.631 1.828
N3 1.490 -0.584 0.947
S3 0.990 0.988 0.882
N4 -0.205 1.372 0.161
C1 0.915 1.526 2.564
C2 -0.370 1.639 3.084
C3 -0.513 2.070 4.397
C4 0.605 2.384 5.158
C5 1.880 2.275 4.616
C6 2.044 1.845 3.306
C7 2.465 1.672 0.223
C8 2.270 2.857 -0.478
C9 3.382 3.498 -1.012
C10 4.645 2.956 -0.842
C11 4.820 1.763 -0.148
C12 3.727 1.105 0.393
C13 1.708 -3.094 1.419
C14 1.393 -4.217 2.171
C15 2.102 -5.383 1.937
C16 3.094 -5.402 0.963
C17 3.386 -4.271 0.221
C18 2.690 -3.084 0.449
C19 1.197 -1.458 3.549
C20 0.209 -1.415 4.510
C21 0.604 -1.276 5.841
C22 1.947 -1.193 6.162
C23 2.924 -1.244 5.174
C24 2.550 -1.376 3.846
C25 -2.961 -2.979 1.281
C26 -2.778 -3.730 2.438
C27 -3.822 -4.525 2.892
C28 -5.022 -4.564 2.195
C29 -5.192 -3.802 1.047
C30 -4.162 -2.998 0.580
C31 -0.915 -3.057 -0.568
C32 -0.272 -2.473 -1.648
C33 0.336 -3.289 -2.592
C34 0.298 -4.666 -2.446
C35 -0.349 -5.242 -1.357
C36 -0.968 -4.443 -0.411
H1 -1.229 1.413 2.465
H2 -1.503 2.172 4.822
H3 0.482 2.732 6.176
H4 2.745 2.537 5.212
H5 3.036 1.771 2.878
H6 1.271 3.248 -0.625
H7 3.248 4.414 -1.573
H8 5.508 3.460 -1.260
H9 5.812 1.346 -0.037
H10 3.851 0.169 0.919
H11 0.620 -4.188 2.931
H12 1.883 -6.273 2.512
H13 3.647 -6.316 0.782
H14 4.157 -4.299 -0.539
H15 2.897 -2.190 -0.120
H16 -0.834 -1.474 4.236
H17 -0.147 -1.234 6.618
H18 2.243 -1.087 7.199
H19 3.972 -1.184 5.436
H20 3.302 -1.423 3.067
H21 -1.846 -3.690 2.983
H22 -3.702 -5.113 3.793
H23 -5.832 -5.186 2.554
H24 -6.134 -3.830 0.516
H25 -4.290 -2.386 -0.303
H26 -0.249 -1.396 -1.770
H27 0.823 -2.841 -3.449
H28 0.763 -5.301 -3.191
H29 -0.387 -6.319 -1.255
H30 -1.486 -4.897 0.422
O1 -1.410 2.735 -2.009
C37 -1.326 2.808 -3.465
C38 -0.966 1.386 -3.927
O2 -0.556 1.180 -5.035
O3 -1.196 0.448 -3.024
C39 -2.697 3.149 -4.043
C40 -3.860 2.849 -3.343
C41 -5.106 3.125 -3.898
C42 -5.194 3.684 -5.162
C43 -4.033 3.960 -5.875
C44 -2.792 3.693 -5.322
C45 -0.258 3.836 -3.821
C46 1.053 3.474 -4.118
C47 2.023 4.450 -4.316
C48 1.700 5.795 -4.205
C49 0.396 6.164 -3.899
C50 -0.572 5.190 -3.712
H31 -2.007 3.437 -1.718
H32 -3.803 2.382 -2.369
H33 -6.005 2.894 -3.343
H34 -6.162 3.899 -5.596
H35 -4.095 4.385 -6.869
H36 -1.892 3.899 -5.889
H37 1.315 2.431 -4.228
H38 3.034 4.152 -4.568
H39 2.456 6.553 -4.365
H40 0.131 7.210 -3.818
H41 -1.591 5.489 -3.493



Computed, not measured: one molecule with the formula C7H13BrN2SSi in a non-equilibrium geometry, with ωB97M-V/def2-TZVPD.

Results
Strongest force on any atom = 0.155 hartree/bohr
Charge = 0
Gap between HOMO and LUMO (alpha / beta) = 5.871 / 5.193 eV
2S+1 = 3
HOMO (alpha / beta) = -0.2255 / -0.2771 Ha
Lowest unoccupied orbital energy (alpha / beta) = -0.00976 / -0.08630 Ha

Atoms and positions in Å:
C1 -4.582 -0.334 0.622
C2 -0.757 -0.691 0.343
C3 -2.553 0.849 -0.055
C4 1.876 -1.285 1.843
C5 2.208 0.547 -0.488
C6 1.298 -2.370 -1.068
C7 -4.056 2.878 0.691
N1 -3.496 0.013 0.093
N2 -1.225 0.492 0.033
Si1 1.087 -0.847 0.057
S1 -2.938 2.589 -0.636
Br1 -5.898 -1.204 -0.250
H1 1.288 -2.172 2.214
H2 2.888 -1.526 1.395
H3 1.799 -0.367 2.488
H4 3.320 0.267 -0.779
H5 1.676 1.210 -1.171
H6 2.325 1.145 0.365
H7 2.227 -2.308 -1.440
H8 1.312 -3.094 -0.302
H9 0.483 -2.685 -1.761
H10 -4.787 3.543 0.250
H11 -3.450 3.418 1.511
H12 -4.751 2.041 0.875
H13 -0.572 1.098 -0.429



Computed, not measured: an isolated ion of composition C6H14BN2O3 and charge +1 in a non-equilibrium geometry, with ωB97M-V/def2-TZVPD.

Results
Strongest force on any atom = 0.059 hartree/bohr
Charge = +1
Gap between HOMO and LUMO = 10.234 eV
HOMO = -0.5076 Ha
ΔE to the lowest compared entry with this formula, charge and spin = 56.6 kcal/mol
Lowest unoccupied orbital energy = -0.13148 Ha

Atoms and positions in Å:
C1 1.893 1.358 -0.115
C2 1.566 0.005 -0.815
C3 2.761 -0.779 -1.452
N1 0.388 -0.523 -0.962
C4 -0.492 -0.379 0.205
B1 0.090 -1.102 1.551
O1 0.822 -2.275 1.532
O2 -0.126 -0.490 2.821
N2 -1.230 0.914 0.394
C5 -2.521 0.896 -0.411
C6 -2.854 -0.654 -0.402
O3 -1.592 -1.274 -0.141
H1 1.459 1.403 0.918
H2 2.988 1.485 -0.017
H3 1.476 2.183 -0.730
H4 3.138 -1.583 -0.791
H5 2.385 -1.157 -2.432
H6 3.551 -0.031 -1.696
H7 0.918 -2.598 0.625
H8 0.274 0.386 2.726
H9 -0.791 1.785 0.085
H10 -1.555 1.015 1.362
H11 -3.171 1.584 0.180
H12 -2.489 1.408 -1.399
H13 -3.634 -0.744 0.384
H14 -3.253 -0.831 -1.422